[1]
{"formula": "C2H5NO2", "method": "wB97M-V/def2-TZVPD", "gap_ev": 10.06, "smiles": "CO/C=N/O", "charge": 0, "homo_energy_ev": -9.07, "e_tot_ev": -7736.941, "relative_energy_kcal_mol": 87.9, "species": ["C", "C", "H", "H", "H", "H", "H", "N", "O", "O"], "positions_angstrom": [[1.391, -0.597, -0.585], [-0.951, -0.031, -0.292], [1.994, -0.647, -1.643], [1.689, 0.345, 0.075], [1.541, -1.603, 0.141], [-1.832, 0.027, -0.891], [-1.419, 1.543, 2.117], [-0.684, 0.446, 0.826], [-0.009, -0.652, -1.037], [-1.720, 1.169, 1.289]], "lowdin_charge": [-0.101, -0.249, 0.122, 0.099, 0.132, 0.140, 0.093, -0.022, -0.161, -0.053]}

[2]
{"formula": "C5H9NO", "method": "wB97M-V/def2-TZVPD", "gap_ev": 9.39, "smiles": "N/C=C/CCC=O", "charge": 0, "homo_energy_ev": -8.38, "e_tot_ev": -8867.566, "relative_energy_kcal_mol": 38.0, "species": ["O", "C", "C", "C", "C", "C", "N", "H", "H", "H", "H", "H", "H", "H", "H", "H"], "positions_angstrom": [[-3.864, 0.156, 0.619], [-2.932, -0.001, -0.121], [-1.516, -0.293, 0.287], [-0.458, 0.260, -0.665], [0.936, -0.267, -0.436], [1.825, 0.381, 0.318], [3.180, 0.067, 0.391], [-3.067, 0.086, -1.219], [-1.383, 0.082, 1.306], [-1.358, -1.371, 0.359], [-0.734, 0.057, -1.706], [-0.418, 1.348, -0.631], [1.249, -1.213, -0.878], [1.578, 1.283, 0.865], [3.584, 0.341, 1.278], [3.378, -0.915, 0.233]], "lowdin_charge": [0.054, -0.280, -0.167, -0.234, -0.136, -0.232, 0.027, 0.121, 0.123, 0.124, 0.108, 0.110, 0.104, 0.117, 0.077, 0.083]}

[3]
{"formula": "C5H16N2O", "method": "wB97M-V/def2-TZVPD", "gap_ev": 11.88, "charge": 2, "homo_energy_ev": -18.42, "e_tot_ev": -10455.625, "relative_energy_kcal_mol": 11.7, "species": ["C", "C", "C", "C", "C", "N", "N", "H", "H", "H", "H", "H", "H", "H", "H", "H", "H", "H", "H", "H", "H", "H", "H", "O"], "positions_angstrom": [[1.255, 1.724, -0.672], [1.241, 0.243, -0.990], [-0.172, -0.406, -0.972], [-0.472, -1.150, 0.322], [-0.065, -2.370, 0.581], [-1.432, -0.508, 1.260], [1.874, 0.029, -2.365], [2.238, 2.007, -0.304], [0.738, 1.855, 0.287], [0.957, 2.395, -1.471], [1.827, -0.271, -0.252], [-0.292, -1.129, -1.760], [-0.915, 0.360, -1.157], [-0.348, -2.951, 1.454], [0.569, -2.952, -0.077], [-1.211, 0.470, 1.487], [-2.372, -0.511, 0.860], [-1.415, -1.021, 2.143], [2.617, 0.708, -2.539], [2.286, -0.904, -2.394], [1.187, 0.035, -3.121], [-3.125, 2.017, 2.816], [-2.410, 1.079, 3.898], [-2.558, 1.253, 2.965]], "lowdin_charge": [-0.023, -0.305, -0.084, -0.274, 0.144, 0.231, 0.245, 0.102, 0.099, 0.108, 0.146, 0.126, 0.132, 0.105, 0.104, 0.141, 0.185, 0.170, 0.183, 0.180, 0.180, 0.075, 0.069, -0.038]}

[4]
{"formula": "C41H41B2N7O4Tl", "method": "wB97M-V/def2-TZVPD", "gap_ev": 5.83, "charge": -1, "homo_energy_ev": -3.56, "e_tot_ev": -67855.960, "relative_energy_kcal_mol": 21.4, "species": ["Tl", "C", "C", "C", "C", "N", "N", "B", "N", "N", "C", "C", "C", "C", "C", "C", "C", "C", "C", "C", "N", "N", "C", "C", "C", "C", "C", "C", "C", "C", "C", "C", "C", "C", "C", "C", "C", "C", "H", "H", "H", "H", "H", "H", "H", "H", "H", "H", "H", "H", "H", "H", "H", "H", "H", "H", "H", "H", "H", "H", "H", "H", "H", "H", "H", "H", "O", "B", "O", "C", "C", "C", "C", "C", "C", "H", "H", "H", "H", "O", "C", "O", "C", "N", "C", "C", "C", "H", "H", "H", "H", "H", "H", "H", "H", "H"], "positions_angstrom": [[-0.417, -0.087, -0.796], [5.865, 0.055, 1.452], [4.980, 0.100, 0.248], [5.346, 0.141, -1.075], [4.126, 0.134, -1.787], [3.106, 0.094, -0.943], [3.622, 0.064, 0.295], [2.786, -0.028, 1.601], [1.823, 1.199, 1.718], [1.051, 1.675, 0.706], [0.646, 2.888, 1.060], [1.089, 3.183, 2.359], [1.834, 2.092, 2.741], [2.542, 1.901, 4.045], [-0.034, 3.794, 0.126], [-0.667, 4.950, 0.580], [-1.219, 5.854, -0.314], [-1.149, 5.616, -1.679], [-0.532, 4.462, -2.141], [0.022, 3.560, -1.249], [2.112, -1.424, 1.690], [1.758, -2.102, 0.589], [1.381, -3.311, 0.980], [1.488, -3.421, 2.380], [1.959, -2.196, 2.794], [2.230, -1.741, 4.191], [0.918, -4.299, 0.004], [1.067, -4.064, -1.366], [0.604, -4.986, -2.291], [-0.010, -6.161, -1.874], [-0.147, -6.410, -0.514], [0.309, -5.486, 0.415], [3.946, 0.147, -3.244], [2.718, 0.463, -3.824], [2.566, 0.480, -5.202], [3.640, 0.192, -6.033], [4.866, -0.132, -5.468], [5.014, -0.161, -4.090], [6.907, 0.072, 1.136], [5.690, -0.854, 2.030], [5.688, 0.904, 2.114], [6.351, 0.205, -1.463], [3.556, 0.057, 2.510], [0.918, 4.076, 2.939], [2.682, 2.867, 4.528], [3.515, 1.431, 3.910], [1.959, 1.264, 4.714], [-0.733, 5.139, 1.644], [-1.707, 6.747, 0.056], [-1.577, 6.325, -2.377], [-0.475, 4.268, -3.206], [0.531, 2.672, -1.604], [1.256, -4.264, 3.012], [2.357, -2.609, 4.837], [1.395, -1.146, 4.570], [3.127, -1.124, 4.245], [1.555, -3.150, -1.682], [0.732, -4.792, -3.350], [-0.366, -6.881, -2.601], [-0.605, -7.333, -0.177], [0.187, -5.684, 1.473], [1.882, 0.701, -3.179], [1.601, 0.719, -5.633], [3.527, 0.222, -7.110], [5.712, -0.368, -6.103], [5.972, -0.434, -3.664], [-3.253, 2.126, -0.902], [-2.576, 1.501, 0.211], [-3.112, 2.151, 1.375], [-3.993, 3.103, 0.973], [-4.738, 3.983, 1.729], [-5.579, 4.866, 1.047], [-5.664, 4.852, -0.339], [-4.912, 3.951, -1.098], [-4.082, 3.087, -0.418], [-4.662, 3.995, 2.809], [-6.179, 5.571, 1.611], [-6.324, 5.548, -0.843], [-4.966, 3.942, -2.179], [-2.756, -3.048, 2.419], [-2.492, -2.342, 1.317], [-1.679, -1.462, 1.288], [-3.365, -2.699, 0.106], [-4.219, -3.866, 0.419], [-5.627, -3.478, 0.241], [-5.601, -1.990, 0.565], [-4.342, -1.542, -0.178], [-2.691, -2.875, -0.733], [-3.435, -3.696, 2.122], [-3.958, -4.683, -0.113], [-6.274, -4.059, 0.901], [-5.972, -3.625, -0.789], [-5.458, -1.849, 1.640], [-6.506, -1.469, 0.257], [-3.927, -0.592, 0.160], [-4.536, -1.468, -1.249]], "lowdin_charge": [0.745, -0.040, -0.280, 0.006, -0.257, 0.128, 0.019, -0.490, 0.045, 0.051, -0.259, 0.021, -0.268, -0.030, -0.165, -0.031, -0.089, -0.102, -0.079, -0.040, 0.031, 0.104, -0.268, 0.014, -0.273, -0.024, -0.160, -0.030, -0.092, -0.118, -0.110, -0.044, -0.157, -0.031, -0.093, -0.116, -0.105, -0.044, 0.072, 0.079, 0.073, 0.095, 0.087, 0.102, 0.075, 0.056, 0.075, 0.108, 0.098, 0.094, 0.101, 0.082, 0.099, 0.075, 0.082, 0.061, 0.105, 0.098, 0.089, 0.092, 0.102, 0.075, 0.098, 0.090, 0.093, 0.100, 0.042, -0.481, 0.081, -0.243, -0.010, -0.119, -0.119, -0.011, -0.246, 0.110, 0.088, 0.088, 0.111, 0.112, -0.497, -0.018, -0.220, -0.035, -0.206, -0.160, -0.114, 0.152, 0.093, 0.119, 0.107, 0.112, 0.119, 0.112, 0.080, 0.126]}